Here is a cluster of 9 separate species, C24H50Cl6N6O9 in total from the Open Molecules 2025 dataset. Energies are from ωB97M-V/def2-TZVPD.

Calculated values
Kohn-Sham gap ... 8.69 eV

Geometry as ORCA input:
```
! wB97M-V def2-TZVPD RIJCOSX def2/J DEFGRID3
* xyz 0 1
C -0.4104 4.5451 -4.9754
C -0.1199 3.9475 -3.6048
O 1.0045 4.1581 -3.1312
N -1.0036 3.3223 -2.8196
C -2.3938 3.2157 -3.0386
H -1.4479 4.8581 -5.0918
H -0.2040 3.8615 -5.7990
H 0.2881 5.3807 -5.0189
H -0.7095 3.1129 -1.8763
H -2.7097 4.1687 -3.4630
H -2.9347 3.0917 -2.1004
H -2.6765 2.4886 -3.7998
C 3.8336 -0.6086 3.5154
C 3.8272 -1.4520 2.2471
O 2.7466 -1.8621 1.7851
N 5.0411 -1.7093 1.6722
C 5.2046 -2.5435 0.4854
H 4.2853 -1.1977 4.3135
H 2.8337 -0.2535 3.7648
H 4.4533 0.2738 3.3562
H 5.8475 -1.3630 2.1720
H 5.5242 -1.9244 -0.3529
H 4.3660 -3.1130 0.0849
H 5.9696 -3.3071 0.6262
C 0.1064 6.7529 -0.8124
C -1.3784 6.4117 -0.8125
O -2.2374 7.2134 -1.2200
N -1.8697 5.4091 -0.1696
C -1.2178 4.2854 0.5320
H 0.5395 6.3691 -1.7361
H 0.6428 6.3512 0.0472
H 0.2755 7.8272 -0.8870
H -2.8738 5.4416 -0.0664
H -0.2100 4.1329 0.1456
H -1.7758 3.3613 0.3810
H -1.0805 4.5296 1.5854
C 1.2172 -1.2470 8.0124
C 0.3097 -1.1214 6.7939
O -0.7032 -0.4773 6.7587
N 0.7613 -1.8158 5.7707
C 0.1078 -1.8555 4.4373
H 1.2993 -2.2609 8.4041
H 0.7946 -0.6069 8.7868
H 2.2126 -0.9008 7.7341
H 1.6768 -2.2357 5.8465
H 0.9203 -1.9407 3.7157
H -0.2960 -0.8530 4.2958
H -0.5653 -2.7067 4.3352
C -3.0754 -5.6651 1.0593
C -3.3122 -4.7389 2.2385
O -3.0909 -5.1256 3.4089
N -3.6551 -3.4793 1.9872
C -3.9787 -2.4739 2.9332
H -2.0296 -5.9504 0.9456
H -3.3524 -5.1619 0.1329
H -3.6445 -6.5893 1.1592
H -3.6423 -3.2643 1.0004
H -3.0796 -1.8931 3.1388
H -4.3843 -2.8321 3.8794
H -4.6322 -1.7652 2.4245
C 2.5609 -1.8247 -2.2936
C 1.7891 -1.8693 -3.5276
O 1.2163 -2.9215 -3.8603
N 1.6297 -0.8286 -4.3783
C 2.0808 0.5525 -4.1596
H 1.7868 -1.8191 -1.5262
H 3.2239 -0.9626 -2.2212
H 3.1123 -2.7454 -2.1027
H 1.1546 -1.0592 -5.2392
H 1.5153 1.1978 -4.8318
H 3.1209 0.6401 -4.4738
H 1.9689 0.9680 -3.1581
C -2.0256 -0.8505 -3.7169
C -2.9330 -2.0180 -3.5707
C -2.1118 -3.2709 -3.0393
O -2.8697 -3.6390 -1.9006
C -3.8415 -2.7273 -1.6590
O -4.7810 -2.8015 -0.8640
O -3.7670 -1.7251 -2.5162
H -1.4091 -0.6363 -2.8438
H -2.5520 0.0603 -4.0021
H -1.2585 -1.1118 -4.4458
H -3.4646 -2.2552 -4.4922
H -1.1172 -2.9750 -2.7057
H -2.0326 -4.0481 -3.7994
C 3.1696 2.4705 0.7781
Cl 2.5706 3.8652 -0.0976
Cl 3.4937 1.1557 -0.3940
Cl 1.9000 1.9380 1.9323
H 4.0710 2.7621 1.3172
C -0.2069 -0.3579 0.5416
Cl -0.4623 1.0265 -0.6049
Cl -0.5202 -1.9654 -0.1651
Cl -1.2168 -0.1004 1.9521
H 0.8111 -0.3393 0.9307
*
```

=====

Here is a cluster of 13 separate species, C24H50N6O36S5 in total from the Open Molecules 2025 dataset. Energies are from ωB97M-V/def2-TZVPD.

Calculated values
Kohn-Sham gap ... 9.73 eV

Geometry as ORCA input:
```
! wB97M-V def2-TZVPD RIJCOSX def2/J DEFGRID3
* xyz 0 1
C -6.6548 6.3166 0.4160
N -7.2476 7.5310 1.0765
O -7.8539 8.3156 0.3985
O -7.2888 7.5303 2.3045
H -7.2191 6.1243 -0.4965
H -6.6876 5.4217 1.0374
H -5.6092 6.5719 0.2437
C 5.2741 7.2327 -5.0765
N 4.9847 7.7039 -3.7126
O 5.8196 8.3569 -3.0647
O 3.9549 7.2487 -3.2062
H 6.3454 7.3475 -5.2416
H 4.6648 7.7353 -5.8277
H 5.1790 6.1480 -5.0265
C -0.0113 -8.8120 -2.4657
N 1.2121 -8.1535 -3.0236
O 1.1804 -6.9809 -3.2615
O 2.1519 -8.9351 -3.2419
H 0.2960 -9.7904 -2.0964
H -0.8399 -8.9228 -3.1650
H -0.2235 -8.2349 -1.5656
C -2.1794 -6.2287 5.1684
N -2.4961 -6.9970 6.4105
O -1.7203 -7.9020 6.7748
O -3.4001 -6.5530 7.0470
H -3.0085 -5.6207 4.8064
H -1.9989 -6.9897 4.4092
H -1.3222 -5.5765 5.3356
C 11.6763 2.0477 -1.3653
N 10.2412 2.5247 -1.2372
O 9.9927 3.4460 -0.4268
O 9.4327 2.0731 -2.0511
H 11.7787 1.1510 -1.9764
H 11.8834 1.7155 -0.3480
H 12.3664 2.8116 -1.7237
C 8.0547 -6.6126 -1.2075
N 8.5902 -5.2348 -1.0968
O 8.6894 -4.8174 0.0458
O 9.0064 -4.6692 -2.0789
H 8.6692 -7.3161 -1.7692
H 7.0857 -6.5980 -1.7065
H 7.8179 -6.9847 -0.2107
O 2.3769 7.6010 7.0080
C 1.9159 7.0110 6.0563
O 2.5068 6.9710 4.8556
C 1.6819 6.3008 3.8921
C 0.7127 5.4691 4.7257
C 0.6420 6.2780 6.0557
H 2.2912 5.6193 3.2984
H 1.1540 7.0034 3.2474
H 1.1803 4.5063 4.9318
H -0.2619 5.3161 4.2622
H 0.7330 5.6447 6.9381
H -0.1995 6.9707 6.0477
O -4.4901 -1.5409 -5.2798
C -3.9400 -0.4573 -5.4217
O -4.3554 0.6504 -4.7121
C -3.5790 1.7801 -5.0720
C -2.6269 1.4081 -6.1138
C -2.6754 -0.0737 -6.2169
H -3.0339 2.1791 -4.2166
H -4.2618 2.4917 -5.5362
H -1.6531 1.8475 -5.8976
H -2.9015 1.8315 -7.0800
H -1.9142 -0.5676 -5.6130
H -2.5852 -0.5528 -7.1918
C 3.5125 3.6123 -11.0505
C 4.2630 2.6493 -12.0150
O 4.3496 1.3863 -11.2922
S 3.9785 1.5837 -9.6928
O 5.1888 2.2602 -9.0530
O 3.3865 0.3425 -9.1604
O 2.9356 2.7954 -10.0543
H 2.8925 4.2751 -11.6541
H 4.2451 4.2251 -10.5252
H 5.2432 3.0098 -12.3271
H 3.7219 2.4688 -12.9439
C 2.3984 -0.6841 0.1079
C 1.9545 0.0430 -1.0929
O 0.6083 0.2266 -1.0234
S -0.1210 -0.7211 0.1695
O -0.3832 -2.0311 -0.3444
O -1.2105 0.0333 0.8065
O 1.2873 -0.7474 0.9917
H 3.0973 -0.1381 0.7417
H 2.9319 -1.6142 -0.0877
H 2.0836 -0.6547 -1.9203
H 2.4360 1.0158 -1.1916
C 4.5009 -2.5507 6.9937
C 4.2982 -3.3425 8.2750
O 3.9865 -2.3059 9.1925
S 2.9970 -1.1893 8.5039
O 3.1369 0.1436 9.0995
O 1.5884 -1.7011 8.3423
O 3.7137 -1.3288 7.0535
H 4.3151 -3.1583 6.1081
H 5.5206 -2.1655 6.9852
H 5.0566 -3.9992 8.7013
H 3.3641 -3.8904 8.1516
C -8.9571 -4.6880 -0.5442
C -9.9848 -3.7466 -1.1766
O -11.1620 -4.2976 -0.7655
S -11.1398 -5.5326 0.3247
O -11.3141 -6.8302 -0.3784
O -11.9102 -5.2890 1.5983
O -9.6092 -5.2346 0.5430
H -8.1006 -4.0652 -0.2861
H -8.5696 -5.4933 -1.1682
H -9.8264 -3.6913 -2.2536
H -9.8801 -2.7828 -0.6782
C -6.9799 -0.8651 5.9485
C -6.0437 0.1109 6.6793
O -6.5525 1.4319 6.3782
S -8.1570 1.4159 6.2548
O -8.6714 2.3896 5.2970
O -8.7388 1.3713 7.5562
O -8.0846 -0.1328 5.5969
H -7.3569 -1.6915 6.5511
H -6.5211 -1.2818 5.0519
H -5.0819 0.0768 6.1676
H -5.9393 -0.1345 7.7362
*
```

=====

Across the entries above, maximum force takes the values 5.177, 5.269 eV/A, respectively.